# 1
Entry from OMol25: a structure of composition C56H43LaN8O4PS (the ωB97M-V functional and the def2-TZVPD basis).

Results
* M: 1094.0 g/mol
* HOMO level: -3.56 eV
* HOMO-LUMO gap: 0.1829 Eh
* charge: -1
* energy: -99859.9423 eV

```
114
C56H43LaN8O4PS, DFT the ωB97M-V functional and the def2-TZVPD basis
La -0.6253 -1.2644 0.0232
C -0.9050 -3.6735 -4.3685
C 0.4771 -3.5819 -4.8280
C 1.4383 -3.4014 -3.8951
C 1.0336 -2.8445 -2.6344
N -0.2112 -2.4633 -2.3927
C -1.1863 -3.1003 -3.1383
C 2.1480 -2.4172 -1.7473
C 3.3561 -3.1572 -1.7269
C 4.3781 -2.6762 -1.0246
C 4.2866 -1.5709 -0.1438
C 3.0079 -0.9023 -0.1396
N 1.9753 -1.3896 -0.9192
C 2.9304 0.4477 0.5694
C 3.7616 1.4978 0.1374
C 3.9598 2.8249 0.6768
C 3.8350 3.0908 2.0047
C 1.8725 1.8272 2.3412
N 2.0386 0.5062 1.5979
H -1.7050 -4.1687 -4.9473
H 0.7832 -3.7177 -5.8774
H 2.4760 -3.5899 -4.1218
H -2.2012 -3.0481 -2.8265
H 3.5259 -4.0044 -2.4310
H 5.3388 -3.2680 -0.9651
H 5.1702 -1.3568 0.4790
H 4.5343 1.0853 -0.5402
H 4.2587 3.6414 0.0556
H 4.3345 3.8598 2.5884
H 0.3067 2.5924 1.5577
O -0.1981 -3.6211 0.6730
N -1.1282 -4.1730 1.4203
N -2.3387 -3.7182 1.2830
O -2.5171 -2.5673 0.5154
C -3.4012 -4.2900 1.9693
C -4.6477 -3.5941 1.9086
C -5.6426 -4.2372 2.5752
C -5.4795 -5.4596 3.2447
C -4.2547 -6.1136 3.2561
C -3.1757 -5.4827 2.6308
H -4.7293 -2.6856 1.3662
H -6.6338 -3.7037 2.7169
H -6.3226 -5.9226 3.7680
H -4.0803 -7.0395 3.7886
H -2.1707 -5.8715 2.7622
C -2.2474 5.4114 -3.3167
C -1.6712 4.7137 -4.3721
C -1.1381 3.4268 -4.1308
C -1.1567 2.8659 -2.8596
C -1.6804 3.6288 -1.7445
C -2.1986 4.8873 -2.0075
P -0.5535 1.1973 -2.7400
C 0.9908 1.2767 -3.6539
C 1.1940 0.2368 -4.5459
C 2.3540 0.1625 -5.2790
C 3.3379 1.1725 -5.1485
C 3.0919 2.2644 -4.3342
C 1.9310 2.2840 -3.5707
C -1.8136 0.4303 -3.7178
C -1.8611 0.1884 -5.0803
C -3.0182 -0.4587 -5.6606
C -4.0945 -0.8701 -4.8968
C -4.0967 -0.5598 -3.5393
C -5.2742 -0.7266 -2.7569
C -5.1472 -0.4300 -1.4159
C -3.9459 0.0202 -0.7962
C -2.7782 -0.0241 -1.5455
C -2.8846 -0.0683 -2.9171
H -2.6850 6.3458 -3.4818
H -1.6266 5.1400 -5.3920
H -0.5855 2.8532 -4.9465
H -1.5816 3.2668 -0.7260
H -2.6037 5.4601 -1.1632
H 0.3791 -0.4576 -4.7235
H 2.4997 -0.7422 -5.8940
H 4.1793 1.0950 -5.8553
H 3.8677 3.0585 -4.3301
H 1.7469 3.1701 -2.9312
H -1.1655 0.6583 -5.7610
H -2.9593 -0.7356 -6.7056
H -4.8964 -1.4264 -5.3574
H -6.2181 -1.0453 -3.1996
H -6.0798 -0.4383 -0.8233
H -3.8062 0.3365 0.2398
C 2.9922 5.4400 7.8215
C 2.4744 4.5452 6.7602
C 1.3195 4.8260 6.0066
C 0.7448 3.9217 5.1402
C 1.3862 2.6897 4.9544
C 2.4698 2.3618 5.7854
C 3.0948 3.2824 6.5826
S 0.8299 1.4137 3.8714
O 1.3066 2.7345 1.5892
O 3.1265 2.2213 2.7770
N 0.9529 -0.2747 1.6023
C 1.0290 -1.2072 2.6703
C 2.2391 -1.6138 3.2809
C 2.1794 -2.3867 4.4456
C 0.9137 -2.8094 4.8881
C -0.2253 -2.4090 4.2276
N -0.1731 -1.7355 3.0803
H 2.3346 5.5027 8.7102
H 3.1599 6.4517 7.4989
H 3.9191 4.9732 8.0877
H 0.7555 5.7191 6.1715
H -0.1764 4.1778 4.5186
H 2.9625 1.4350 5.6092
H 4.0178 3.0217 7.1683
H 3.1369 -1.2082 2.8232
H 3.1169 -2.6044 4.8921
H 0.8396 -3.4583 5.7335
H -1.2209 -2.7422 4.5924
N -1.3303 1.9825 1.4037
C -1.6533 0.8832 1.1457
```

=====

# 2
Entry from OMol25: a structure of composition C56H44HfN5O4P2S (the ωB97M-V functional and the def2-TZVPD basis).

Results
* M: 1123.5 g/mol
* HOMO level: -10.44 eV
* HOMO-LUMO gap: 0.2765 Eh
* charge: +1
* energy: -105145.4262 eV

```
113
C56H44HfN5O4P2S, DFT the ωB97M-V functional and the def2-TZVPD basis
Hf -1.4283 0.2765 -1.0097
O -3.3120 0.4227 -0.4790
C -4.2391 1.3940 -0.5847
C -5.0501 1.7156 0.4939
C -6.0047 2.7094 0.3734
C -6.1756 3.4081 -0.8228
C -5.3688 3.0914 -1.8921
C -4.3952 2.0898 -1.7879
C -3.5173 1.8684 -2.9224
N -2.4948 1.0936 -2.9360
C -1.6830 1.0696 -4.1767
C -0.2635 0.6479 -3.8071
N -0.4418 -0.4722 -2.8558
C -0.6212 -1.6354 -3.3850
C -1.0643 -2.8213 -2.7059
C -1.1465 -4.0102 -3.4482
C -1.5551 -5.1821 -2.8632
C -1.8788 -5.1723 -1.5025
C -1.8022 -4.0157 -0.7528
C -1.4057 -2.8160 -1.3424
O -1.3368 -1.6915 -0.6258
H -4.9097 1.1842 1.4283
H -6.6310 2.9428 1.2259
H -6.9052 4.2033 -0.9002
H -5.4613 3.6339 -2.8283
H -3.7553 2.4299 -3.8265
H -1.6883 2.0370 -4.6733
H -2.1006 0.3169 -4.8502
H 0.2706 1.4606 -3.3253
H 0.2799 0.3407 -4.6992
H -0.4145 -1.7451 -4.4509
H -0.8741 -3.9854 -4.4983
H -1.6223 -6.0941 -3.4403
H -2.1962 -6.0902 -1.0222
H -2.0415 -4.0258 0.3012
O 1.0859 3.7800 0.5618
S 1.4406 2.3337 0.6904
C 3.2039 2.2312 0.3655
C 3.9288 3.4122 0.4910
C 5.2534 3.4345 0.0992
C 5.8295 2.2925 -0.4623
C 5.0760 1.1429 -0.6226
C 3.7443 1.0898 -0.1970
P 2.7342 -0.4530 -0.3453
C 3.9133 -1.6985 0.3857
C 3.8802 -3.0497 0.0442
C 4.7808 -3.9561 0.5912
C 5.7196 -3.5378 1.5197
C 5.7206 -2.2095 1.9271
C 4.8235 -1.3060 1.3737
C 2.7217 -0.7054 -2.1791
C 2.3515 -1.9298 -2.7418
C 2.2506 -2.0874 -4.1180
C 2.4845 -1.0135 -4.9648
C 2.7928 0.2244 -4.4203
C 2.8991 0.3793 -3.0440
C 1.2474 1.9622 2.4371
C 1.9275 2.7838 3.3329
C 1.7639 2.6184 4.6933
C 0.9303 1.6054 5.1608
C 0.2361 0.8162 4.2650
C 0.3299 1.0110 2.8788
P -0.6732 -0.1192 1.8021
C -2.3664 -0.0855 2.5841
C -2.7566 0.7889 3.5968
C -4.0166 0.6989 4.1798
C -4.9152 -0.2666 3.7595
C -4.5630 -1.1104 2.7146
C -3.3153 -1.0055 2.1236
C -0.0103 -1.7333 2.4317
C 1.2682 -1.7891 2.9812
C 1.7694 -2.9689 3.5121
C 1.0059 -4.1252 3.4892
C -0.2627 -4.0904 2.9257
C -0.7636 -2.9068 2.4048
H 3.4295 4.3078 0.8431
H 5.8302 4.3456 0.1987
H 6.8625 2.3091 -0.7883
H 5.5225 0.2677 -1.0785
H 3.1486 -3.4286 -0.6510
H 4.7371 -4.9965 0.2910
H 6.4328 -4.2395 1.9336
H 6.4262 -1.8684 2.6753
H 4.8457 -0.2801 1.7241
H 2.1097 -2.7748 -2.1142
H 1.9740 -3.0524 -4.5253
H 2.4096 -1.1363 -6.0387
H 2.9539 1.0789 -5.0673
H 3.1301 1.3606 -2.6503
H 2.5873 3.5524 2.9513
H 2.2905 3.2621 5.3867
H 0.8205 1.4331 6.2244
H -0.3786 0.0122 4.6445
H -2.0969 1.5728 3.9346
H -4.2879 1.3918 4.9668
H -5.8933 -0.3446 4.2192
H -5.2712 -1.8404 2.3426
H -3.0907 -1.6404 1.2803
H 1.8928 -0.9069 3.0145
H 2.7646 -2.9753 3.9408
H 1.3921 -5.0445 3.9143
H -0.8748 -4.9853 2.9013
H -1.7645 -2.9025 2.0121
N -1.9446 2.9201 0.6353
C -1.4608 3.1088 -0.6410
O -0.7320 2.1217 -1.1266
C -1.8125 4.1925 -1.3928
C -1.3958 4.2458 -2.7599
N -1.0695 4.2243 -3.8645
C -2.6352 5.2185 -0.8380
N -3.3385 6.0078 -0.3815
H -1.2080 2.7633 1.3151
H -2.5418 3.6826 0.9334
```